*i*
Molecular formula: C6H13N
Method: DFT, ωB97M-V/def2-TZVPD

The calculation puts the gap between HOMO and LUMO at 8.6 eV. For the LUMO energy, the calculation gives 1.0632 eV.

```
! wB97M-V def2-TZVPD RIJCOSX def2/J DEFGRID3
* xyz 0 1
C -2.930 0.151 0.767
C -1.586 0.202 -0.045
C -0.390 -0.298 0.730
C 0.971 -0.066 0.091
C 1.400 1.375 -0.146
C 1.504 -1.115 -0.577
N 2.716 -1.086 -1.307
H -3.001 -0.847 1.197
H -2.936 0.894 1.559
H -3.691 0.255 -0.004
H -1.474 1.257 -0.326
H -1.695 -0.255 -1.041
H -0.280 0.224 1.698
H -0.559 -1.366 0.898
H 0.656 1.787 -0.819
H 2.462 1.398 -0.464
H 1.609 1.845 0.810
H 1.090 -2.110 -0.425
H 3.176 -0.249 -0.994
H 2.958 -1.997 -1.604
*
```

List of Mulliken charges in e, atom by atom: atom 1 (C): -1.2068, atom 2 (C): -0.3528, atom 3 (C): -0.5358, atom 4 (C): 0.1520, atom 5 (C): -1.1657, atom 6 (C): -0.2306, atom 7 (N): -0.4671, atom 8 (H): 0.2951, atom 9 (H): 0.3249, atom 10 (H): 0.3621, atom 11 (H): 0.2341, atom 12 (H): 0.3914, atom 13 (H): 0.2568, atom 14 (H): 0.3281, atom 15 (H): 0.2348, atom 16 (H): 0.3717, atom 17 (H): 0.2932, atom 18 (H): 0.2846, atom 19 (H): 0.2000, atom 20 (H): 0.2300

---

*ii*
Molecular formula: C6H13N
Method: DFT, ωB97M-V/def2-TZVPD

The calculation puts the gap between HOMO and LUMO at 8.8 eV. For the LUMO energy, the calculation gives 1.0101 eV.

```
! wB97M-V def2-TZVPD RIJCOSX def2/J DEFGRID3
* xyz 0 1
C -0.714 -2.002 -0.465
C -0.631 -0.724 0.492
C -0.156 0.599 -0.001
C -0.562 1.049 -1.235
N -1.804 0.757 -1.869
C 0.954 1.437 0.670
C 1.778 0.551 1.584
H -0.723 -1.595 -1.471
H -1.545 -2.686 -0.268
H 0.213 -2.534 -0.244
H -0.006 -1.107 1.296
H -1.606 -0.532 0.968
H 0.294 1.492 -1.768
H -1.908 -0.153 -1.394
H -1.678 0.393 -2.813
H 0.582 2.275 1.289
H 1.622 1.759 -0.179
H 2.052 -0.296 0.979
H 2.665 1.049 1.981
H 1.174 0.266 2.448
*
```

List of Mulliken charges in e, atom by atom: atom 1 (C): -1.0635, atom 2 (C): -0.9996, atom 3 (C): 0.6967, atom 4 (C): -0.5106, atom 5 (N): -0.5965, atom 6 (C): -0.1338, atom 7 (C): -1.3626, atom 8 (H): 0.3568, atom 9 (H): 0.2279, atom 10 (H): 0.3585, atom 11 (H): 0.3429, atom 12 (H): 0.3793, atom 13 (H): 0.1898, atom 14 (H): 0.2737, atom 15 (H): 0.3056, atom 16 (H): 0.2403, atom 17 (H): 0.2808, atom 18 (H): 0.3737, atom 19 (H): 0.3716, atom 20 (H): 0.2691

---

*iii*
Molecular formula: C6H13N
Method: DFT, ωB97M-V/def2-TZVPD

The calculation puts the gap between HOMO and LUMO at 8.6 eV. For the LUMO energy, the calculation gives 0.9125 eV.

```
! wB97M-V def2-TZVPD RIJCOSX def2/J DEFGRID3
* xyz 0 1
C 1.627 -1.417 0.256
C 1.959 -0.152 -0.559
C 1.149 1.001 -0.220
C -0.337 1.124 -0.427
C -1.251 0.215 0.101
C -2.683 0.260 -0.548
N -1.201 -0.062 1.421
H 1.638 -1.166 1.346
H 0.553 -1.804 0.124
H 2.277 -2.266 0.028
H 3.032 -0.075 -0.440
H 1.943 -0.465 -1.648
H 1.678 1.979 -0.593
H 1.478 0.970 0.840
H -0.456 1.371 -1.443
H -3.314 -0.031 0.208
H -2.749 -0.422 -1.472
H -2.879 1.235 -0.832
H -0.648 0.523 2.064
H -1.817 -0.816 1.794
*
```

List of Mulliken charges in e, atom by atom: atom 1 (C): -0.9990, atom 2 (C): -0.3719, atom 3 (C): -0.6025, atom 4 (C): -0.6534, atom 5 (C): 0.7294, atom 6 (C): -1.4469, atom 7 (N): -0.3674, atom 8 (H): 0.2419, atom 9 (H): 0.1690, atom 10 (H): 0.3743, atom 11 (H): 0.3109, atom 12 (H): 0.2890, atom 13 (H): 0.2300, atom 14 (H): 0.2393, atom 15 (H): 0.3228, atom 16 (H): 0.4755, atom 17 (H): 0.2481, atom 18 (H): 0.3800, atom 19 (H): 0.2218, atom 20 (H): 0.2091

---

It turns out *i* is the most stable, with the second structure 16.7 kcal/mol higher.

---

*i*
Molecular formula: C6H13N
Method: DFT, ωB97M-V/def2-TZVPD

The calculation puts the gap between HOMO and LUMO at 9.2 eV. For the LUMO energy, the calculation gives 1.0569 eV.

```
! wB97M-V def2-TZVPD RIJCOSX def2/J DEFGRID3
* xyz 0 1
C -0.854 0.642 -2.452
C -0.306 1.711 -1.394
C 0.642 1.292 -0.275
C -0.202 0.379 0.693
C 0.122 -0.873 1.112
C -0.291 -1.412 2.404
N 0.907 -1.722 0.235
H 0.098 0.198 -2.857
H -1.538 -0.093 -1.901
H -1.313 1.249 -3.355
H 0.108 2.612 -1.933
H -1.165 2.109 -0.847
H 1.150 2.170 0.291
H 1.263 0.575 -0.806
H -1.037 0.889 1.204
H -1.061 -0.766 2.777
H 0.486 -1.659 3.065
H -0.892 -2.386 2.317
H 1.768 -1.983 0.534
H 1.117 -1.295 -0.661
*
```

List of Mulliken charges in e, atom by atom: atom 1 (C): -0.8930, atom 2 (C): -0.5419, atom 3 (C): -0.2938, atom 4 (C): -0.6221, atom 5 (C): 0.6937, atom 6 (C): -1.1728, atom 7 (N): -0.5702, atom 8 (H): 0.2157, atom 9 (H): 0.2638, atom 10 (H): 0.3152, atom 11 (H): 0.3781, atom 12 (H): 0.2905, atom 13 (H): 0.2447, atom 14 (H): 0.1240, atom 15 (H): 0.1882, atom 16 (H): 0.3200, atom 17 (H): 0.3142, atom 18 (H): 0.2810, atom 19 (H): 0.2246, atom 20 (H): 0.2400

---

*ii*
Molecular formula: C6H13N
Method: DFT, ωB97M-V/def2-TZVPD

The calculation puts the gap between HOMO and LUMO at 9.6 eV. For the LUMO energy, the calculation gives 0.9702 eV.

```
! wB97M-V def2-TZVPD RIJCOSX def2/J DEFGRID3
* xyz 0 1
C 1.696 0.096 1.616
C 1.138 0.057 0.341
C 1.325 -1.206 -0.438
C 0.408 1.383 -0.175
C -0.970 1.153 -0.994
C -1.680 -0.228 -0.719
N -1.812 -0.499 0.843
H 2.077 1.048 2.069
H 1.602 -0.811 2.137
H 2.112 -0.984 -1.295
H 0.446 -1.640 -0.844
H 1.820 -1.947 0.219
H 0.059 1.761 0.798
H 1.088 2.029 -0.725
H -0.877 1.261 -2.007
H -1.562 1.967 -0.560
H -2.690 -0.185 -0.985
H -1.241 -1.175 -1.256
H -2.113 -1.500 0.779
H -0.827 -0.580 1.197
*
```

List of Mulliken charges in e, atom by atom: atom 1 (C): -0.8263, atom 2 (C): 0.2203, atom 3 (C): -0.9112, atom 4 (C): -0.7921, atom 5 (C): -0.5477, atom 6 (C): -0.5228, atom 7 (N): -0.6854, atom 8 (H): 0.2750, atom 9 (H): 0.3175, atom 10 (H): 0.2334, atom 11 (H): 0.2425, atom 12 (H): 0.3384, atom 13 (H): 0.3566, atom 14 (H): 0.3955, atom 15 (H): 0.4245, atom 16 (H): 0.2997, atom 17 (H): 0.4650, atom 18 (H): 0.1461, atom 19 (H): 0.2706, atom 20 (H): 0.3004

---

It turns out *i* is the most stable, with the second structure 20.5 kcal/mol higher.

---

*i*
Molecular formula: C6H13N
Method: DFT, ωB97M-V/def2-TZVPD

The calculation puts the gap between HOMO and LUMO at 7.8 eV. For the LUMO energy, the calculation gives 1.0334 eV.

```
! wB97M-V def2-TZVPD RIJCOSX def2/J DEFGRID3
* xyz 0 1
C 0.653 2.088 1.274
C 0.591 0.624 0.874
C -0.657 0.107 0.288
N -1.653 1.000 -0.071
C -0.519 -1.093 -0.387
C -0.281 -0.968 -1.829
C 0.252 -2.214 0.265
H 1.627 2.318 1.709
H -0.091 2.329 2.034
H 0.483 2.741 0.418
H 0.919 -0.003 1.703
H 1.349 0.408 -0.097
H -1.460 1.989 -0.056
H -2.208 0.736 -0.871
H 0.839 -0.383 -1.801
H -0.914 -0.254 -2.347
H -0.327 -1.910 -2.367
H 0.124 -2.200 1.346
H 1.334 -2.156 0.095
H -0.059 -3.161 -0.177
*
```

List of Mulliken charges in e, atom by atom: atom 1 (C): -1.5926, atom 2 (C): -0.0061, atom 3 (C): 0.4173, atom 4 (N): -0.4526, atom 5 (C): 0.3704, atom 6 (C): -1.2053, atom 7 (C): -1.4534, atom 8 (H): 0.3861, atom 9 (H): 0.3676, atom 10 (H): 0.3838, atom 11 (H): 0.2961, atom 12 (H): 0.1171, atom 13 (H): 0.1985, atom 14 (H): 0.2669, atom 15 (H): 0.1605, atom 16 (H): 0.3135, atom 17 (H): 0.3500, atom 18 (H): 0.4032, atom 19 (H): 0.2820, atom 20 (H): 0.3968

---

*ii*
Molecular formula: C6H13N
Method: DFT, ωB97M-V/def2-TZVPD

The calculation puts the gap between HOMO and LUMO at 10.3 eV. For the LUMO energy, the calculation gives 1.1313 eV.

```
! wB97M-V def2-TZVPD RIJCOSX def2/J DEFGRID3
* xyz 0 1
C 3.583 -0.214 -0.411
C 2.236 -0.282 -0.021
C 0.976 -0.454 -0.876
C -0.363 -0.993 -0.130
C -0.915 0.067 1.002
C -1.773 1.213 0.314
N -3.279 0.812 0.096
H 4.193 -0.363 0.486
H 4.135 0.126 -1.320
H 2.162 -0.215 1.054
H 1.168 -1.009 -1.839
H 0.709 0.558 -1.247
H -1.010 -1.239 -1.038
H -0.118 -2.055 0.228
H -0.123 0.626 1.549
H -1.700 -0.493 1.526
H -1.226 1.558 -0.628
H -1.915 2.085 0.918
H -3.407 0.222 0.953
H -3.331 0.048 -0.616
*
```

List of Mulliken charges in e, atom by atom: atom 1 (C): -0.8281, atom 2 (C): -0.0805, atom 3 (C): -0.4675, atom 4 (C): -0.5927, atom 5 (C): -0.3103, atom 6 (C): -0.5953, atom 7 (N): -0.6841, atom 8 (H): 0.2278, atom 9 (H): 0.2682, atom 10 (H): 0.2431, atom 11 (H): 0.3669, atom 12 (H): 0.1946, atom 13 (H): 0.2612, atom 14 (H): 0.3240, atom 15 (H): 0.2272, atom 16 (H): 0.3202, atom 17 (H): 0.2642, atom 18 (H): 0.3299, atom 19 (H): 0.2661, atom 20 (H): 0.2651

---

*iii*
Molecular formula: C6H13N
Method: DFT, ωB97M-V/def2-TZVPD

The calculation puts the gap between HOMO and LUMO at 10.4 eV. For the LUMO energy, the calculation gives 1.2665 eV.

```
! wB97M-V def2-TZVPD RIJCOSX def2/J DEFGRID3
* xyz 0 1
C -2.676 -1.280 -0.808
C -1.294 -0.763 -1.183
C -0.711 -0.011 0.010
N 0.630 0.367 -0.154
C 1.562 -0.586 0.322
C 1.456 0.779 0.958
C 2.276 2.033 0.702
H -3.360 -0.445 -0.609
H -2.606 -1.882 0.104
H -3.104 -1.896 -1.601
H -0.606 -1.590 -1.391
H -1.347 -0.175 -2.114
H -0.536 -1.015 1.010
H -1.313 0.878 0.290
H 2.387 -0.879 -0.351
H 0.789 -1.344 0.946
H 1.027 0.716 1.962
H 3.170 2.071 1.331
H 2.577 2.092 -0.349
H 1.679 2.931 0.926
*
```

List of Mulliken charges in e, atom by atom: atom 1 (C): -1.1828, atom 2 (C): -0.2164, atom 3 (C): -0.4547, atom 4 (N): -0.1790, atom 5 (C): -0.3080, atom 6 (C): 0.1380, atom 7 (C): -1.3069, atom 8 (H): 0.2988, atom 9 (H): 0.3362, atom 10 (H): 0.3552, atom 11 (H): 0.2165, atom 12 (H): 0.3074, atom 13 (H): 0.0650, atom 14 (H): 0.2402, atom 15 (H): 0.2676, atom 16 (H): 0.0973, atom 17 (H): 0.3697, atom 18 (H): 0.3483, atom 19 (H): 0.3284, atom 20 (H): 0.2793

---

*iv*
Molecular formula: C6H13N
Method: DFT, ωB97M-V/def2-TZVPD

The calculation puts the gap between HOMO and LUMO at 8.2 eV. For the LUMO energy, the calculation gives 1.0087 eV.

```
! wB97M-V def2-TZVPD RIJCOSX def2/J DEFGRID3
* xyz 0 1
C -1.712 1.214 0.187
C -0.031 0.834 1.036
N -0.663 -0.106 -0.236
C -1.208 -1.418 0.046
C 0.748 0.189 -0.038
C 1.618 -1.001 0.323
C 1.359 1.051 -1.129
H -2.567 0.697 -0.299
H -2.086 1.544 1.163
H -1.442 2.076 -0.418
H -0.127 0.160 1.905
H -0.746 -2.135 -0.638
H -1.069 -1.758 1.081
H -2.284 -1.387 -0.166
H 2.573 -0.626 0.706
H 1.175 -1.626 1.102
H 1.835 -1.628 -0.553
H 0.678 1.859 -1.411
H 1.586 0.455 -2.021
H 2.289 1.502 -0.765
*
```

List of Mulliken charges in e, atom by atom: atom 1 (C): -0.7991, atom 2 (C): -0.9015, atom 3 (N): 0.0130, atom 4 (C): -0.8464, atom 5 (C): 1.3940, atom 6 (C): -1.5793, atom 7 (C): -1.5287, atom 8 (H): 0.3858, atom 9 (H): 0.2722, atom 10 (H): 0.2464, atom 11 (H): 0.3051, atom 12 (H): 0.3123, atom 13 (H): 0.3220, atom 14 (H): 0.3024, atom 15 (H): 0.4048, atom 16 (H): 0.3784, atom 17 (H): 0.3440, atom 18 (H): 0.2744, atom 19 (H): 0.3458, atom 20 (H): 0.3547

---

It turns out *i* is the most stable, with the second structure 2.4 kcal/mol higher.